A 7-piece molecular cluster, C34H89N7O10 overall. Source: OMol25; level of theory: wB97M-V/def2-TZVPD.

Atoms and positions in Å:
C 0.46151 -2.84193 0.30886
C 1.17586 -3.18703 -0.98017
C 1.91116 -2.02791 -1.61424
O 2.84282 -1.54794 -0.65291
C 3.97177 -0.82924 -1.09402
N 2.06500 -4.29788 -0.72064
H 0.21762 -3.78143 0.80479
H -0.43758 -2.25610 0.11770
H 1.05071 -2.18971 0.95350
H 0.31802 -3.52799 -1.55979
H 1.20720 -1.28288 -1.98505
H 2.40541 -2.32796 -2.53824
H 4.63059 -0.44350 -0.31603
H 3.83554 0.05220 -1.72060
H 4.61230 -1.50291 -1.66322
H 2.76061 -4.30361 -1.45291
H 2.58446 -4.04203 0.10689
C 1.38969 1.83588 1.58057
C 0.16983 1.77386 0.70412
C 0.54784 1.99252 -0.74192
O -0.63814 1.78911 -1.49788
C -0.35202 1.84979 -2.91627
N -0.41682 0.47854 0.77910
H 2.00334 0.96050 1.36783
H 1.07388 1.95697 2.61677
H 2.03127 2.66275 1.27604
H -0.59307 2.51460 0.94367
H 1.27023 1.22966 -1.03227
H 0.96135 2.94914 -1.06130
H -1.25538 1.48811 -3.40744
H 0.40622 1.19568 -3.34672
H -0.28838 2.87871 -3.27034
H -0.93738 0.46803 -0.08635
H 0.28361 -0.23464 0.63465
C -6.50231 6.49929 -1.27679
C -5.88863 5.89698 0.02745
C -4.62635 4.93493 -0.34705
O -5.04549 3.59369 -0.51035
C -3.98173 2.69781 -0.35324
N -5.56784 7.03579 0.88373
H -6.72191 5.64231 -1.91354
H -5.89889 7.25387 -1.78139
H -7.53555 6.84564 -1.25323
H -6.60718 5.23027 0.50419
H -4.01588 4.98357 0.55464
H -4.15995 5.38504 -1.22338
H -3.34211 2.82828 0.51966
H -3.38879 2.88410 -1.24867
H -4.39825 1.69296 -0.28344
H -4.95244 6.82639 1.65672
H -6.40012 7.42141 1.30646
C 0.21196 -1.40700 -6.12483
C -0.89057 -2.40564 -6.36344
C -0.46766 -3.37971 -7.49099
O -1.61234 -4.08131 -8.10537
C -1.97453 -5.37045 -7.73417
N -1.11919 -3.15978 -5.08945
H 0.02591 -0.58019 -5.43935
H 0.65685 -0.96774 -7.01770
H 1.01892 -1.85734 -5.54680
H -1.80491 -1.89623 -6.66768
H 0.35797 -4.02745 -7.19622
H -0.18805 -2.56606 -8.16022
H -1.52157 -5.54646 -6.75850
H -1.50116 -6.09254 -8.39945
H -3.04343 -5.58186 -7.76337
H -2.03532 -3.58451 -5.10964
H -1.15181 -2.41543 -4.40756
C 0.20201 -1.63364 3.69100
O 0.37343 -1.67246 5.11655
C 0.86126 -0.46442 5.65946
C 1.28762 -0.68089 7.12322
N 2.67533 -0.59122 7.33655
C 3.34285 -1.66776 6.61624
C 3.26191 -3.08882 7.16811
O 3.25991 -2.95438 8.60858
C 3.71158 -4.05282 9.45276
H -0.28506 -2.55858 3.38220
H 1.22009 -1.62004 3.30187
H -0.47272 -0.82804 3.40142
H 0.12106 0.33459 5.61691
H 1.73414 -0.06197 5.14543
H 0.80484 -1.58093 7.50393
H 0.76913 0.09264 7.68971
H 2.94637 -0.59836 8.30947
H 4.37801 -1.34554 6.50344
H 3.09422 -1.76762 5.55968
H 4.16815 -3.63889 6.91460
H 2.31935 -3.49480 6.80089
H 4.16978 -3.62270 10.34334
H 4.37213 -4.76272 8.95495
H 2.82365 -4.67862 9.54263
C -3.39097 -2.36308 1.09617
O -3.88895 -1.58307 0.07538
C -3.12288 -1.65753 -1.09781
C -3.96669 -0.91169 -2.16181
N -3.34990 -0.91038 -3.45862
C -4.32116 -0.26443 -4.35959
C -5.39701 -1.26966 -4.84984
O -4.75181 -2.53604 -4.87499
C -5.48675 -3.67213 -5.44489
H -3.14909 -3.37117 0.75950
H -4.06202 -2.44202 1.95148
H -2.40793 -2.04098 1.43965
H -3.11368 -2.68459 -1.46272
H -2.11075 -1.25853 -1.03067
H -3.97376 0.11618 -1.79915
H -4.91631 -1.43854 -2.06823
H -3.31747 -1.80675 -3.92291
H -3.89352 0.04342 -5.31375
H -4.84699 0.65105 -4.08849
H -5.92030 -0.96047 -5.75464
H -6.21408 -1.37310 -4.13583
H -6.13611 -3.25333 -6.21367
H -6.26058 -4.12797 -4.82722
H -4.77637 -4.33261 -5.94211
C 2.66160 3.23010 5.58839
O 3.35007 3.32860 4.34710
C 4.61387 2.64310 4.29109
C 5.45019 2.89703 3.05447
N 5.09184 2.07568 1.91681
C 5.94531 2.28751 0.80098
C 5.62116 3.64403 0.08019
O 4.55637 3.57499 -0.73588
C 4.75979 2.90736 -1.94260
H 1.61667 3.53333 5.52288
H 3.30677 3.73184 6.30958
H 2.72187 2.20095 5.94238
H 4.37986 1.58709 4.42596
H 5.25771 2.91096 5.12883
H 6.47525 2.68524 3.35856
H 5.48962 3.97638 2.90765
H 4.18207 2.43702 1.66810
H 5.80028 1.42312 0.15299
H 6.96318 2.28942 1.19089
H 6.45814 4.09596 -0.45212
H 5.45841 4.42280 0.82527
H 5.54136 2.15068 -2.01100
H 4.89460 3.68283 -2.69664
H 3.84341 2.48540 -2.35527

Atomic forces in eV per Å
0.07 0.77 0.38
-0.75 -0.02 0.31
0.04 0.29 -0.33
-0.30 0.73 0.60
0.85 -0.34 -0.96
0.28 -0.36 0.08
-0.15 0.15 0.19
-0.19 -0.27 -0.10
0.34 -0.36 0.22
0.43 -0.02 -1.00
-0.15 0.62 0.38
0.40 -0.38 -0.04
-0.60 -0.42 0.86
-0.89 -0.02 -0.27
0.12 -0.11 -0.32
0.17 -0.30 -0.22
0.25 -0.10 0.26
0.10 0.64 -0.19
0.99 0.80 -0.59
-0.13 0.13 -0.84
0.67 -0.15 -1.46
-2.07 0.00 0.00
-1.18 -0.94 0.25
-0.07 -0.32 0.49
0.50 -0.30 0.10
-0.13 0.39 0.24
0.02 0.16 0.34
0.37 -0.24 -0.01
0.19 0.39 0.56
-0.31 -0.13 0.10
0.72 0.11 0.73
0.67 0.16 0.21
-0.79 -0.63 -0.05
0.43 -0.04 0.15
-0.64 -1.58 0.01
0.14 -0.13 -1.47
-1.99 1.52 1.43
-0.98 1.24 0.72
0.32 -0.21 -0.97
0.77 0.06 0.24
0.73 -0.18 -0.59
0.22 -0.25 0.19
0.00 0.67 0.98
-0.16 -0.19 -0.10
0.63 0.10 -0.16
0.43 -0.35 -0.08
-0.14 0.46 0.30
0.69 -0.90 0.03
0.09 0.04 -0.32
0.15 -0.33 0.02
-0.20 0.01 -0.21
1.11 0.29 0.68
-0.09 -1.64 0.90
-1.92 1.10 0.12
0.46 1.91 -0.37
1.71 -0.49 0.67
0.34 0.78 -0.67
-0.92 0.18 -0.21
-0.18 -0.09 -0.13
0.31 -0.57 -0.35
-0.11 0.02 -0.32
-0.11 -0.09 -0.09
0.41 -1.01 -1.18
-0.53 -0.48 0.41
0.04 -0.26 -0.28
-0.10 0.56 0.17
-0.26 -0.05 0.02
-0.19 -0.14 0.67
0.12 -0.37 1.08
-0.24 -0.06 -0.06
0.31 -0.08 0.54
-2.53 0.75 0.27
0.98 -0.60 -1.16
1.94 0.26 -0.33
0.04 0.82 1.64
0.73 -0.29 0.37
-1.25 0.27 -2.02
0.14 -0.12 0.17
-0.21 0.46 -0.75
0.45 0.35 -0.28
-0.42 -0.05 -0.14
0.20 -0.18 -0.48
0.06 -0.60 -0.17
0.21 0.31 0.23
-0.12 -0.21 0.00
0.41 -0.25 0.49
-0.81 0.47 0.00
-0.28 -0.30 -0.55
0.10 -0.71 0.17
-0.39 -0.28 0.00
0.73 0.47 -0.27
-0.12 0.01 1.19
1.16 -0.96 0.67
-0.31 0.58 -0.03
-1.06 0.11 -1.43
1.57 -0.68 1.84
-1.04 1.74 -1.03
-0.53 -0.32 -2.26
-0.59 -0.58 1.68
-0.53 -1.66 -1.10
-0.30 2.32 -0.68
-0.42 -0.49 -0.26
-0.19 0.32 -0.23
0.09 0.64 0.28
0.52 -0.49 0.24
0.07 0.07 0.28
-0.65 0.06 -0.24
-0.54 0.44 -0.34
0.42 -0.60 0.77
0.96 -0.04 0.10
0.29 -0.08 1.04
0.56 -0.13 -0.62
-0.21 0.18 0.44
0.19 0.06 -0.62
0.73 -0.30 0.90
-0.09 -0.13 0.53
1.84 -1.03 -0.14
0.06 0.42 -1.02
-0.84 -0.26 0.75
0.10 -0.10 0.87
-1.08 0.58 1.37
0.41 1.00 -0.82
2.37 -0.17 1.16
-2.42 -0.55 -0.16
-0.55 0.67 -1.85
0.38 0.36 -0.15
-0.61 0.74 0.47
-0.45 -0.46 -0.05
0.25 -0.35 -0.23
-0.15 0.38 0.47
0.18 -0.44 -0.07
-0.34 0.38 -0.41
-0.59 -0.48 -0.31
0.32 0.25 -0.44
0.26 -0.07 -0.30
0.73 -0.47 -0.35
-0.54 -0.17 0.34
0.14 0.11 0.43
0.87 0.09 -0.27
-0.36 -0.49 0.72

Calculated values
2S+1 = 2
Relative energy (zero: lowest compared OMol25 entry of this formula, charge and spin) = 1.174 eV
Strongest force on any atom = 2.9 eV/A
Net charge = -1